[1]
Below is a structure of composition C4H8N2O at a distorted geometry, with properties calculated with the ωB97M-V functional and the def2-TZVPD basis.

Results
- orbital gap (spin up / spin down) (eV) = 8.88 / 8.88
- lowest unoccupied orbital energy (spin up / spin down) (eV) = -0.558 / -0.557
- energy relative to the best compared isomer or geometry (same formula, charge and spin) (kJ/mol) = 686.8
- HOMO level (spin up / spin down) (eV) = -9.43 / -9.43
- electronic energy (eV) = -9299.2746

Last column: Löwdin charge in e.
Atoms and positions in Å:
1 N -2.269 -0.408 0.165  0.0512
2 C -0.845 -0.544 0.383  -0.3764
3 C 0.004 -0.772 -0.873  -0.1701
4 C 1.262 -0.051 -0.390  -0.0173
5 O 1.696 1.925 0.224  -0.2354
6 C -0.133 0.725 0.724  -0.2409
7 N -0.037 1.827 1.179  0.2220
8 H -2.647 -1.299 -0.145  0.0809
9 H -2.739 -0.167 1.033  0.0819
10 H -0.558 -1.280 1.154  0.1529
11 H -0.458 -0.220 -1.698  0.1243
12 H 0.168 -1.812 -1.185  0.1152
13 H 1.942 0.270 -1.173  0.0839
14 H 1.800 -0.571 0.402  0.1020
15 H 2.460 2.543 0.150  0.0256

---

[2]
Below is an isolated molecule of C4H8N2O, with properties calculated with the ωB97M-V functional and the def2-TZVPD basis.

Results
- orbital gap (eV) = 10.59
- lowest unoccupied orbital energy (eV) = 0.937
- energy relative to the best compared isomer or geometry (same formula, charge and spin) (kJ/mol) = 132.9
- SMILES string = C[C@@]1(C(N)=O)CN1
- HOMO level (eV) = -9.66
- electronic energy (eV) = -9305.0160

Last column: Löwdin charge in e.
Atoms and positions in Å:
1 C 1.362 -1.088 -0.122  -0.0206
2 C 0.136 -0.211 0.014  -0.4259
3 C 0.429 1.273 0.146  -0.4745
4 N -0.601 2.133 -0.108  0.1690
5 O 1.529 1.661 0.498  0.0584
6 C -1.145 -0.753 -0.503  -0.1218
7 N -0.951 -0.587 0.929  0.0587
8 H 1.121 -2.125 0.140  0.0839
9 H 1.726 -1.083 -1.156  0.0916
10 H 2.164 -0.727 0.524  0.0800
11 H -1.546 1.788 -0.125  0.0848
12 H -0.477 3.070 0.246  0.1111
13 H -1.908 -0.126 -0.959  0.0964
14 H -1.100 -1.759 -0.917  0.1110
15 H -0.739 -1.466 1.391  0.0979

---

[3]
Below is an isolated molecule of C4H8N2O, with properties calculated with the ωB97M-V functional and the def2-TZVPD basis.

Results
- orbital gap (eV) = 10.01
- lowest unoccupied orbital energy (eV) = 0.885
- energy relative to the best compared isomer or geometry (same formula, charge and spin) (kJ/mol) = 267.7
- SMILES string = C[C@@H]1CN=CN1O
- HOMO level (eV) = -9.13
- electronic energy (eV) = -9303.6191

Last column: Löwdin charge in e.
Atoms and positions in Å:
1 C -1.693 -0.380 0.157  -0.0568
2 C -0.357 0.344 0.123  -0.3464
3 C 0.130 0.777 -1.273  -0.1743
4 N 1.601 0.702 -1.219  0.0583
5 C 1.865 -0.002 -0.192  -0.1769
6 N 0.761 -0.522 0.509  -0.1426
7 O 0.972 -0.548 1.898  -0.0104
8 H -1.657 -1.272 -0.473  0.0791
9 H -1.920 -0.708 1.183  0.0769
10 H -2.515 0.258 -0.183  0.0799
11 H -0.382 1.210 0.811  0.1504
12 H -0.238 0.083 -2.048  0.1180
13 H -0.207 1.788 -1.553  0.1137
14 H 2.870 -0.268 0.129  0.1279
15 H 0.771 -1.461 2.132  0.1031

---

[4]
Below is an isolated molecule of C4H8N2O, with properties calculated with the ωB97M-V functional and the def2-TZVPD basis.

Results
- orbital gap (eV) = 9.77
- lowest unoccupied orbital energy (eV) = 0.937
- energy relative to the best compared isomer or geometry (same formula, charge and spin) (kJ/mol) = 294.9
- SMILES string = CN(C=O)N1CC1
- HOMO level (eV) = -8.83
- electronic energy (eV) = -9303.3372

Last column: Löwdin charge in e.
Atoms and positions in Å:
1 C -0.523 -1.577 0.712  -0.0498
2 N -0.557 -0.318 -0.003  -0.1710
3 C -1.689 0.061 -0.677  -0.3211
4 O -1.740 0.875 -1.574  0.0252
5 N 0.698 0.015 -0.577  -0.0486
6 C 1.593 0.645 0.405  -0.1249
7 C 0.929 1.456 -0.632  -0.1255
8 H 0.125 -1.490 1.590  0.0814
9 H -1.531 -1.826 1.051  0.0841
10 H -0.144 -2.383 0.071  0.0939
11 H -2.585 -0.434 -0.260  0.1320
12 H 2.634 0.352 0.311  0.1013
13 H 1.217 0.744 1.421  0.1058
14 H 0.114 2.100 -0.318  0.1073
15 H 1.460 1.780 -1.521  0.1098